[1]
{
  "formula": "C3H3ErO3",
  "method": "ωB97M-V with the def2-TZVPD basis set",
  "e_above_lowest_kj_mol": 340.24,
  "e_homo_ev": [-21.406, -21.890],
  "spin_multiplicity": 5,
  "homo_lumo_gap_ev": [6.253, 5.369],
  "charge": 3,
  "species": ["O", "Er", "O", "C", "O", "C", "H", "C", "H", "H"],
  "positions_angstrom": [[-1.283, 0.042, 0.578], [0.072, 3.850, -0.399], [0.107, 1.751, 0.794], [-0.147, 0.565, 0.787], [0.831, -0.402, 0.114], [1.965, 0.075, -0.376], [2.505, -0.833, -0.711], [-1.256, -1.286, -0.226], [-0.530, -2.077, -0.390], [-2.264, -1.685, -0.171]],
  "forces_ev_per_a": [[1.33, -3.50, -0.30], [-0.20, 0.51, 0.40], [0.85, -0.12, 0.68], [-1.68, 0.83, -3.39], [5.74, 3.88, -0.35], [-4.77, -3.99, 2.27], [1.34, 0.51, -0.71], [-3.43, 0.48, 0.80], [1.03, 0.82, 0.62], [-0.21, 0.60, -0.02]]
}

=====

[2]
{
  "formula": "C16H23N3O7PS2Ti",
  "method": "ωB97M-V with the def2-TZVPD basis set",
  "e_above_lowest_kj_mol": 0.00,
  "e_homo_ev": [0.407, -2.676],
  "spin_multiplicity": 4,
  "homo_lumo_gap_ev": [4.160, 7.189],
  "charge": -2,
  "species": ["Ti", "O", "C", "C", "N", "C", "C", "O", "O", "C", "C", "O", "O", "H", "H", "H", "H", "H", "H", "H", "H", "H", "C", "C", "O", "P", "S", "S", "O", "C", "C", "H", "H", "H", "H", "H", "H", "H", "H", "H", "H", "N", "C", "C", "C", "C", "C", "N", "C", "H", "H", "H", "H"],
  "positions_angstrom": [[-1.120, 0.639, -0.164], [0.099, 1.305, 1.700], [0.246, 2.708, 1.805], [0.608, 3.312, 0.454], [-0.243, 2.772, -0.615], [-1.486, 3.539, -0.749], [-2.450, 3.217, 0.404], [-3.098, 4.116, 0.932], [-2.469, 1.977, 0.700], [0.446, 2.644, -1.892], [-0.357, 1.697, -2.794], [-0.437, 1.896, -3.996], [-0.918, 0.733, -2.149], [1.000, 0.928, 1.511], [-0.696, 3.099, 2.189], [1.042, 2.938, 2.526], [0.518, 4.407, 0.492], [1.642, 3.051, 0.221], [-1.295, 4.620, -0.787], [-1.980, 3.237, -1.678], [0.578, 3.611, -2.398], [1.421, 2.188, -1.703], [2.988, -3.736, -1.976], [3.639, -2.423, -1.592], [3.633, -2.254, -0.184], [2.345, -1.291, 0.414], [3.015, 0.643, 0.459], [0.112, -1.407, 0.414], [2.511, -1.861, 1.941], [3.800, -1.862, 2.537], [3.638, -1.634, 4.027], [2.973, -3.863, -3.061], [1.959, -3.755, -1.616], [3.523, -4.578, -1.533], [3.114, -1.587, -2.073], [4.684, -2.380, -1.919], [4.419, -1.075, 2.097], [4.283, -2.825, 2.336], [3.112, -0.694, 4.199], [4.610, -1.585, 4.523], [3.057, -2.436, 4.484], [-5.973, -2.059, -3.706], [-5.394, -1.836, -2.725], [-4.728, -1.600, -1.503], [-5.294, -2.022, -0.249], [-4.531, -1.745, 0.882], [-3.322, -1.099, 0.812], [-2.804, -0.651, -0.408], [-3.509, -0.930, -1.501], [-6.245, -2.530, -0.203], [-4.886, -2.055, 1.860], [-2.708, -0.919, 1.685], [-3.069, -0.585, -2.432]],
  "forces_ev_per_a": [[0.64, -0.52, 0.67], [0.31, -0.22, -0.26], [0.03, 0.20, 0.15], [0.07, 0.02, -0.06], [-0.17, -0.07, 0.13], [-0.09, 0.23, 0.03], [0.01, 0.29, 0.03], [0.05, -0.04, -0.11], [0.02, -0.37, -0.09], [0.07, 0.07, -0.25], [0.01, 0.25, -0.21], [0.18, -0.03, 0.12], [-0.43, -0.07, -0.03], [-0.27, -0.01, 0.02], [0.05, -0.01, -0.02], [-0.09, 0.05, -0.07], [0.06, -0.03, 0.03], [-0.10, -0.02, 0.04], [0.02, -0.09, -0.04], [0.00, 0.05, 0.04], [0.02, -0.09, 0.04], [0.00, -0.01, -0.06], [-0.04, -0.06, -0.05], [0.04, 0.19, 0.07], [-0.08, -0.04, 0.06], [-0.11, 0.34, 0.01], [-0.07, -0.19, -0.02], [-0.06, 0.32, -0.15], [0.11, -0.04, 0.01], [0.11, -0.06, 0.05], [-0.07, 0.00, -0.02], [0.03, 0.01, -0.03], [-0.02, 0.02, 0.01], [0.02, 0.01, 0.02], [0.01, -0.04, 0.00], [-0.03, -0.04, -0.02], [-0.05, 0.00, 0.02], [0.00, 0.04, 0.00], [0.00, 0.02, 0.00], [0.05, -0.02, -0.03], [-0.03, -0.01, -0.01], [0.02, 0.03, 0.07], [-0.05, -0.06, -0.18], [0.17, 0.13, -0.32], [0.11, 0.03, 0.42], [-0.20, -0.15, 0.12], [-0.10, 0.01, -0.05], [-0.28, -0.10, -0.11], [0.30, 0.13, 0.05], [-0.02, -0.01, 0.01], [0.00, 0.00, 0.00], [-0.07, 0.00, -0.03], [-0.06, -0.03, 0.00]]
}

=====

[3]
{
  "formula": "H6O19S4Zn",
  "method": "ωB97M-V with the def2-TZVPD basis set",
  "e_above_lowest_kj_mol": 196.37,
  "e_homo_ev": 7.022,
  "spin_multiplicity": 1,
  "homo_lumo_gap_ev": 2.163,
  "charge": -6,
  "species": ["Zn", "S", "O", "O", "O", "O", "S", "O", "O", "O", "O", "S", "O", "O", "O", "O", "S", "O", "O", "O", "O", "O", "H", "H", "O", "H", "H", "O", "H", "H"],
  "positions_angstrom": [[0.614, -0.372, -0.358], [0.118, 3.732, 2.390], [-0.883, 4.169, 3.411], [1.434, 4.186, 2.781], [0.030, 2.295, 2.229], [-0.222, 4.316, 1.091], [-2.504, 1.697, -3.966], [-2.848, 0.850, -5.104], [-3.655, 1.639, -3.062], [-1.359, 1.151, -3.256], [-2.169, 3.071, -4.258], [-3.996, -3.231, 0.514], [-5.046, -2.288, 0.161], [-4.136, -3.640, 1.900], [-4.144, -4.371, -0.351], [-2.721, -2.586, 0.310], [5.249, 2.274, -1.256], [5.419, 2.408, -2.712], [4.028, 1.518, -1.019], [6.377, 1.489, -0.841], [5.169, 3.577, -0.528], [-1.720, -1.048, 4.728], [-2.099, -1.770, 4.227], [-1.259, -0.520, 4.077], [1.446, -3.074, -2.683], [1.193, -2.922, -3.594], [1.082, -3.934, -2.473], [2.188, -2.661, 2.219], [2.372, -2.353, 3.106], [2.041, -3.602, 2.317]],
  "forces_ev_per_a": [[-0.26, 0.48, -0.06], [-1.24, 1.89, 0.51], [-0.06, -0.09, 0.18], [1.53, 0.21, 0.79], [0.10, -2.39, 0.08], [-0.43, 0.55, -0.99], [-1.29, -0.92, 0.94], [0.19, -0.12, -1.99], [-1.02, 0.36, 0.95], [1.91, -1.16, 0.99], [0.08, 1.97, -1.51], [-0.55, 1.31, -0.23], [-1.84, 1.47, -0.10], [-0.24, -0.99, 2.87], [-0.05, -3.39, -1.96], [2.41, 0.80, -0.17], [-1.01, 1.02, -0.50], [-0.10, 1.30, -1.69], [-1.64, -0.59, 0.56], [3.22, -1.56, 1.99], [0.44, -0.23, -0.58], [0.12, -0.18, 0.73], [-0.25, -0.15, -0.47], [0.06, 0.35, -0.38], [0.53, -0.22, -0.02], [-0.23, 0.33, -0.15], [-0.34, -0.07, 0.23], [0.28, -0.11, -0.11], [-0.06, 0.32, 0.17], [-0.25, -0.20, -0.08]]
}

=====

[4]
{
  "formula": "C39H28Cl5GaN3O2Sb",
  "method": "ωB97M-V with the def2-TZVPD basis set",
  "e_above_lowest_kj_mol": 0.00,
  "e_homo_ev": -13.911,
  "spin_multiplicity": 1,
  "homo_lumo_gap_ev": 7.156,
  "charge": 2,
  "species": ["Ga", "O", "N", "O", "C", "C", "C", "C", "C", "C", "N", "C", "C", "N", "C", "C", "C", "C", "H", "H", "H", "H", "H", "H", "H", "Cl", "C", "C", "C", "Cl", "C", "Cl", "C", "Cl", "C", "Cl", "C", "C", "C", "C", "C", "C", "C", "Sb", "C", "C", "C", "C", "C", "C", "C", "C", "C", "C", "C", "C", "C", "C", "H", "H", "H", "H", "H", "H", "H", "H", "H", "H", "H", "H", "H", "H", "H", "H", "H", "H", "H", "H", "H"],
  "positions_angstrom": [[12.563, 13.871, 10.761], [13.382, 7.007, 10.676], [14.442, 7.597, 10.900], [15.438, 7.095, 11.273], [14.429, 9.103, 10.883], [15.451, 9.741, 11.556], [15.503, 11.159, 11.699], [16.541, 11.856, 12.285], [16.490, 13.231, 12.313], [15.350, 13.889, 11.853], [14.342, 13.244, 11.314], [14.452, 11.902, 11.179], [13.436, 11.238, 10.337], [12.612, 12.063, 9.614], [11.774, 11.516, 8.732], [11.700, 10.184, 8.480], [12.459, 9.316, 9.237], [13.403, 9.846, 10.173], [16.248, 9.173, 11.947], [17.362, 11.315, 12.700], [17.219, 13.750, 12.940], [15.300, 14.928, 12.040], [11.141, 12.191, 8.196], [11.015, 9.733, 7.806], [12.367, 8.259, 9.048], [9.893, 13.935, 9.437], [9.772, 13.590, 11.148], [10.996, 13.575, 11.816], [10.959, 13.587, 13.188], [12.405, 13.723, 14.069], [9.748, 13.545, 13.868], [9.776, 13.639, 15.572], [8.545, 13.427, 13.154], [7.064, 13.246, 13.991], [8.542, 13.469, 11.756], [7.139, 13.381, 10.751], [13.819, 19.437, 9.938], [14.270, 18.737, 11.186], [15.253, 19.286, 11.985], [15.721, 18.704, 13.174], [15.147, 17.479, 13.515], [14.177, 16.889, 12.725], [13.693, 17.492, 11.603], [12.229, 16.473, 10.500], [10.357, 16.814, 11.417], [9.281, 17.028, 10.585], [8.050, 17.445, 11.057], [7.851, 17.531, 12.394], [8.889, 17.314, 13.262], [10.170, 17.003, 12.841], [11.247, 16.864, 13.908], [12.037, 17.031, 8.509], [11.263, 18.128, 8.131], [11.130, 18.533, 6.838], [11.821, 17.804, 5.893], [12.629, 16.723, 6.233], [12.775, 16.297, 7.542], [13.688, 15.121, 7.892], [14.269, 20.406, 9.866], [12.717, 19.570, 9.871], [14.117, 18.770, 9.147], [15.632, 20.208, 11.575], [16.474, 19.167, 13.751], [15.431, 17.033, 14.464], [13.723, 15.954, 13.047], [9.421, 16.970, 9.510], [7.246, 17.595, 10.347], [6.940, 17.939, 12.730], [8.767, 17.331, 14.323], [10.740, 16.593, 14.853], [11.880, 17.751, 14.001], [11.932, 16.025, 13.679], [10.791, 18.709, 8.941], [10.465, 19.337, 6.521], [11.813, 18.065, 4.837], [13.140, 16.112, 5.476], [14.241, 14.727, 7.011], [13.123, 14.278, 8.329], [14.476, 15.476, 8.604]],
  "forces_ev_per_a": [[-0.07, 0.19, -0.73], [0.87, 0.96, -0.21], [-2.50, 0.58, 0.13], [1.93, -0.94, 0.32], [0.67, 0.75, 0.40], [-1.59, -0.65, -1.14], [-1.06, -0.33, -0.82], [0.27, 0.63, 0.06], [0.12, -0.34, 1.17], [1.10, -0.36, 0.75], [0.03, -0.61, -0.43], [-1.26, -0.71, -1.12], [0.24, 0.50, -0.24], [0.20, -0.22, 0.85], [0.28, 1.76, 0.15], [0.57, -1.88, 1.13], [0.64, 0.47, 0.14], [0.06, -0.38, -0.09], [0.67, -0.74, 0.50], [0.51, -0.19, 0.31], [-0.10, 0.16, -0.74], [-0.40, 0.97, -0.22], [-0.11, 0.29, -0.18], [-0.51, 0.19, -0.71], [0.17, -0.10, 0.27], [-0.26, 0.01, -0.07], [0.92, 0.14, -0.28], [-0.95, -0.27, 0.19], [-0.84, -0.15, -0.13], [1.06, -0.44, 0.39], [-0.24, -0.06, 0.03], [-0.38, -0.06, 0.18], [-0.31, -0.03, 0.19], [0.10, 0.09, -0.06], [-0.02, 0.01, -0.28], [0.17, 0.06, 0.73], [-0.77, -0.57, 0.58], [-1.21, -1.10, 0.76], [0.34, 0.28, -0.08], [-1.58, -0.91, -1.63], [0.72, 0.59, 0.87], [-0.13, -0.63, 0.77], [0.76, 1.67, -1.37], [-0.30, -0.28, 0.44], [0.10, 0.69, 1.86], [0.28, 0.26, -1.02], [-0.12, -0.75, -1.21], [0.00, 0.73, 0.19], [0.97, -0.53, 0.35], [0.61, -0.42, -1.22], [-0.18, -0.88, -0.46], [0.79, -0.26, -0.87], [-0.30, 0.27, 2.22], [-0.25, -0.04, -1.09], [0.71, -0.34, -1.10], [0.21, -0.71, -0.25], [-0.47, 0.13, 0.62], [0.52, 0.48, -0.14], [0.32, 0.41, -0.29], [0.69, -0.11, 0.22], [0.11, 0.22, -0.90], [0.43, 0.29, 0.47], [0.60, 0.37, 0.58], [-0.01, -0.19, -0.18], [0.29, 0.10, 0.11], [-0.12, -0.19, 0.08], [0.01, 0.19, 0.09], [-1.11, 0.00, 0.63], [-0.41, 0.36, 0.54], [0.48, 0.40, -0.28], [-0.34, 0.00, 0.16], [-0.60, 0.66, 0.12], [0.03, -0.31, -0.57], [0.34, -0.07, 0.32], [-0.31, 0.09, 0.22], [-0.23, 0.64, 0.08], [-0.54, 0.36, 0.46], [0.27, 0.31, -0.21], [-0.56, -0.46, -0.34]]
}

=====

[5]
{
  "formula": "C4H8N2O",
  "method": "ωB97M-V with the def2-TZVPD basis set",
  "e_above_lowest_kj_mol": 272.50,
  "e_homo_ev": -8.755,
  "spin_multiplicity": 1,
  "homo_lumo_gap_ev": 9.388,
  "species": ["O", "C", "N", "C", "C", "C", "N", "H", "H", "H", "H", "H", "H", "H", "H"],
  "positions_angstrom": [[2.532, -0.644, 0.381], [1.446, -0.439, -0.115], [0.769, -1.523, -0.791], [0.101, -1.555, -1.934], [-1.268, 0.422, 1.233], [-0.636, 0.981, -0.038], [0.812, 0.768, -0.114], [1.044, -2.411, -0.379], [0.032, -0.498, -2.266], [-1.153, -0.667, 1.274], [-0.808, 0.853, 2.128], [-2.339, 0.648, 1.254], [-0.786, 2.063, -0.096], [-1.119, 0.554, -0.919], [1.375, 1.449, 0.380]],
  "forces_ev_per_a": [[-0.40, 0.03, -0.18], [0.16, 0.20, 0.06], [-0.10, -0.25, -0.31], [0.27, 0.34, 0.44], [-0.01, -0.01, 0.03], [-0.13, 0.00, -0.08], [0.19, -0.12, 0.10], [-0.07, 0.08, -0.03], [-0.01, -0.16, 0.02], [-0.01, 0.14, 0.01], [-0.05, -0.06, -0.13], [0.15, -0.03, -0.01], [0.01, -0.15, 0.00], [0.07, 0.06, 0.13], [-0.08, -0.06, -0.06]]
}